The following is a DFT calculation (ωB97M-V/def2-TZVPD) of a structure of composition C43H46LaN6PS.

Values from the calculation:
LUMO level = -5.958 eV
total charge = +2
ΔE to the lowest compared entry with this formula, charge and spin = 22.7 kcal per mole
E = -75252.609 eV
E_HOMO = -12.2 eV

Each line ends with the Löwdin charge.
Element x y z (Å)
La  0.8927  -0.4523  0.7346  1.730
C  1.2727  -4.2337  1.3275  0.007
C  1.6706  -3.5173  0.0736  -0.286
N  2.5910  -2.6160  0.1206  0.027
N  3.1217  -2.2142  -1.0906  -0.019
C  3.7428  -1.0298  -1.2859  -0.830
N  4.5838  -0.9672  -2.3208  0.140
S  3.4099  0.3395  -0.3724  0.687
C  0.8633  -3.7320  -1.1567  -0.279
C  0.4851  -4.9700  -1.6509  0.008
C  -0.3681  -5.0094  -2.7473  -0.017
C  -0.8187  -3.8151  -3.2832  -0.012
C  -0.4031  -2.6201  -2.7072  -0.103
N  0.4212  -2.5670  -1.6661  0.082
H  2.1547  -4.5561  1.8750  0.101
H  0.6976  -3.5719  1.9839  0.073
H  0.6562  -5.0982  1.0929  0.093
H  3.1642  -2.9025  -1.8313  0.164
H  4.9505  -1.7895  -2.7749  0.129
H  5.0320  -0.0838  -2.5033  0.118
H  0.8660  -5.8787  -1.2029  0.131
H  -0.6729  -5.9586  -3.1671  0.127
H  -1.4821  -3.8047  -4.1369  0.123
H  -0.7319  -1.6648  -3.1021  0.104
C  0.2052  0.5040  3.7097  -0.250
C  1.3825  1.2024  3.3099  -0.270
C  2.3520  0.2551  2.9398  -0.391
C  1.7798  -1.0653  3.1053  -0.418
C  0.4452  -0.8768  3.6039  -0.294
C  -0.4844  -1.9492  4.0986  -0.025
C  2.6773  -2.2317  3.4629  -0.053
C  3.8312  0.5095  2.8290  -0.084
C  1.6089  2.6733  3.4851  -0.033
C  -0.9967  1.1487  4.3298  -0.032
H  -0.9072  -1.6609  5.0617  0.094
H  0.0397  -2.8931  4.2488  0.072
H  -1.3257  -2.1214  3.4208  0.064
H  3.2967  -1.9443  4.3158  0.100
H  3.3497  -2.5195  2.6539  0.061
H  2.1058  -3.1063  3.7678  0.061
H  4.2440  0.6902  3.8257  0.102
H  4.0604  1.3867  2.2225  0.053
H  4.3541  -0.3427  2.4003  0.063
H  1.7458  2.8933  4.5469  0.104
H  0.7632  3.2703  3.1383  0.078
H  2.5099  3.0012  2.9669  0.072
H  -0.8006  1.3463  5.3875  0.102
H  -1.8735  0.5057  4.2648  0.075
H  -1.2316  2.1085  3.8673  0.076
C  -4.5454  2.5099  -1.4373  -0.063
C  -4.1168  1.2483  -1.8310  -0.066
C  -2.7688  0.9367  -1.8002  -0.123
C  -1.8357  1.8881  -1.3845  -0.397
C  -2.2711  3.1431  -0.9732  -0.073
C  -3.6247  3.4507  -1.0049  -0.059
P  -0.0645  1.4385  -1.4311  0.984
C  0.7758  3.0451  -1.2123  -0.390
C  1.2266  3.3498  0.0727  -0.131
C  1.8245  4.5705  0.3408  -0.060
C  1.9879  5.4913  -0.6830  -0.051
C  1.5555  5.1900  -1.9676  -0.049
C  0.9487  3.9724  -2.2365  -0.061
C  0.1703  1.0677  -3.2063  -0.379
C  -0.6479  1.6212  -4.1915  -0.083
C  -0.3860  1.3726  -5.5304  -0.050
C  0.6873  0.5726  -5.8984  -0.058
C  1.5033  0.0184  -4.9234  -0.071
C  1.2445  0.2637  -3.5832  -0.126
H  -5.5986  2.7570  -1.4681  0.115
H  -4.8345  0.5145  -2.1755  0.114
H  -2.4307  -0.0464  -2.1143  0.099
H  -1.5547  3.8875  -0.6483  0.107
H  -3.9559  4.4351  -0.7000  0.116
H  1.1013  2.6233  0.8753  0.053
H  2.1644  4.8067  1.3409  0.107
H  2.4588  6.4442  -0.4809  0.117
H  1.6942  5.9092  -2.7639  0.116
H  0.6217  3.7547  -3.2433  0.106
H  -1.4897  2.2430  -3.9156  0.114
H  -1.0215  1.8105  -6.2889  0.117
H  0.8856  0.3818  -6.9447  0.115
H  2.3434  -0.6023  -5.2092  0.106
H  1.8815  -0.1624  -2.8176  0.048
N  -3.3170  -2.6895  0.6220  0.159
C  -1.9785  -2.6282  0.5238  -0.161
N  -1.4969  -1.4365  0.8101  -0.039
C  -2.6145  -0.6568  1.1253  -0.249
C  -2.7095  0.6656  1.5540  -0.044
C  -3.9640  1.1503  1.8519  -0.057
C  -5.1123  0.3556  1.7178  -0.054
C  -5.0385  -0.9534  1.2936  0.006
C  -3.7686  -1.4413  1.0094  -0.182
H  -3.8869  -3.5021  0.4536  0.175
H  -1.3827  -3.4882  0.2602  0.122
H  -1.8237  1.2817  1.6597  0.098
H  -4.0723  2.1645  2.2123  0.120
H  -6.0768  0.7797  1.9621  0.118
H  -5.9174  -1.5788  1.2073  0.122